[1]
Formula: C11H18
Source: the OMol25 dataset
Level of theory: ωB97M-V with the def2-TZVPD basis set

F_max ... 0.032 Eh/bohr
Orbital gap ... 10.1 eV
SMILES string ... Cc1ccccc1.CC(C)C
Energy relative to the best compared isomer or geometry (same formula, charge and spin) ... 63.1 kJ/mol

Structure (XYZ):
```
29
C11H18 ωB97M-V with the def2-TZVPD basis set
C -0.8573 -2.4245 -0.5594
C 0.4495 -3.1242 -0.2022
C -2.0020 -3.4097 -0.7721
C -1.2469 -1.3387 0.4508
H -0.7516 -1.9700 -1.5505
H 0.7324 -3.7428 -1.0628
H -2.5369 -3.7206 0.1354
H -2.7627 -3.0424 -1.4481
H -1.6463 -4.3784 -1.1483
H -0.9613 -1.6406 1.4520
H -0.7826 -0.4023 0.1574
H 0.2358 -3.8959 0.5418
H 1.2756 -2.4663 0.0432
H -2.3240 -1.1571 0.4689
C -0.6859 3.5328 1.4053
C 1.0271 3.4289 -0.4034
C 0.4277 2.7810 0.7051
C 1.9600 2.7785 -1.1709
C 0.7495 1.4697 0.9480
C 2.2775 1.4378 -0.9359
C 1.6947 0.8128 0.1416
H 0.9316 4.5086 -0.4334
H 2.4461 3.2977 -1.9796
H -1.2302 2.8742 2.0843
H -1.4514 3.7934 0.6718
H 0.4764 0.9329 1.8486
H 2.8610 0.8580 -1.6388
H 1.9689 -0.2079 0.3777
H -0.2745 4.4151 1.8735
```

[2]
Formula: C30H47BIrO2P2
Source: the OMol25 dataset
Level of theory: ωB97M-V with the def2-TZVPD basis set

Net charge ... +1
F_max ... 0.095 Eh/bohr
Orbital gap (spin up / spin down) ... 6.2 / 4.5 eV
Energy relative to the best compared isomer or geometry (same formula, charge and spin) ... 270.5 kJ/mol
Multiplicity ... 5

Structure (XYZ):
```
83
C30H47BIrO2P2 ωB97M-V with the def2-TZVPD basis set
Ir -0.3875 -0.6450 -1.6539
C -0.3383 -2.4074 2.0723
C 0.9877 -2.5058 1.5282
C 0.9874 -0.9189 3.2259
C -0.3335 -1.4288 3.1067
C 1.7967 -1.5727 2.2381
C -1.5497 -3.1774 1.7450
H -1.3543 -3.9060 0.9503
H -2.3795 -2.5088 1.4410
H -1.9101 -3.7308 2.6316
C -1.4261 -1.1792 4.0600
H -2.4246 -1.3235 3.6181
H -1.3831 -0.1915 4.5450
H -1.3313 -1.9298 4.8652
C 1.4571 -0.0474 4.3117
H 1.3940 -0.6002 5.2587
H 0.8895 0.8810 4.4610
H 2.5093 0.2176 4.1727
C 3.2422 -1.3904 2.0060
H 3.8247 -2.2797 2.3421
H 3.6338 -0.5121 2.5369
H 3.4362 -1.2595 0.9260
C 1.5303 -3.3705 0.4514
H 1.9952 -4.3422 0.7370
H 2.2983 -2.8259 -0.1188
H 0.7496 -3.6427 -0.2617
C -1.6821 0.6183 -3.4329
C -1.5398 -0.8724 -3.2346
C -0.8163 -1.7350 -4.2689
C 0.6954 -1.9908 -4.0370
C 1.1808 -1.2486 -2.8187
C 1.0415 0.1970 -2.8306
C 0.7173 1.0982 -4.0255
C -0.7303 1.2018 -4.4814
H -0.9472 -1.3029 -5.2569
H 1.2688 -1.7166 -4.9398
H -1.3307 -2.6979 -4.2875
H -0.8641 0.6971 -5.4506
H -2.7280 0.8476 -3.6993
H -2.5381 -1.2653 -2.9795
H -1.0098 2.2479 -4.7028
H 1.0240 2.1156 -3.7424
H 1.8703 0.7187 -2.3173
H 1.3986 0.8284 -4.8484
H 0.9104 -3.0618 -3.8972
H 2.0564 -1.6457 -2.2756
P -1.5077 1.4836 -1.7100
P 2.0516 1.3363 -0.1455
C -0.3239 2.8932 -1.4032
C 1.2197 2.7374 -1.0805
H -0.8098 3.4299 -0.5737
H -0.4179 3.5595 -2.2813
H 1.8151 2.8865 -2.0033
H 1.4404 3.5723 -0.3898
C 2.6988 2.1429 1.3290
H 3.2968 1.4230 1.9013
H 1.8832 2.4708 1.9753
H 3.3140 3.0029 1.0337
C 3.6853 0.7866 -0.9082
H 4.1539 1.5659 -1.5278
H 3.5195 -0.1222 -1.5113
H 4.3655 0.5031 -0.0902
C -3.3012 1.3532 -1.3065
H -3.4734 0.3673 -0.8553
H -3.9674 1.4255 -2.1707
H -3.5303 2.1480 -0.5919
C -1.2752 -2.4758 -1.4301
H -0.7310 -2.9573 -0.6277
H -1.2291 -3.1386 -2.3022
H -2.3446 -2.3436 -1.1805
O -2.1733 0.2735 0.8697
B -0.9360 0.4734 0.1140
O -0.1770 1.3950 0.9949
C -0.9414 1.7213 2.0867
C -0.6577 2.6361 3.1047
C -1.7270 3.0205 3.9045
C -3.0189 2.5193 3.7010
C -3.2828 1.5384 2.7258
C -2.1955 1.1235 1.9478
H 0.3523 3.0322 3.2041
H -1.5516 3.7567 4.6938
H -3.8428 2.8947 4.2986
H -4.2714 1.1292 2.5354
```

[3]
Formula: C23H55Cl10N3O6
Source: the OMol25 dataset
Level of theory: ωB97M-V with the def2-TZVPD basis set

F_max ... 0.075 Eh/bohr
Orbital gap ... 8.8 eV
SMILES string ... COCCNCCOC.COCCNCCOC.COCCNCCOC.ClCCl.ClCCl.ClCCl.ClCCl.ClCCl

Structure (XYZ):
```
97
C23H55Cl10N3O6 ωB97M-V with the def2-TZVPD basis set
C 0.3977 -2.6549 -3.9879
O 0.3956 -1.3620 -4.5048
C 1.1500 -1.2282 -5.7016
C 1.7836 0.1500 -5.7569
N 2.7817 0.2420 -4.6858
C 3.2476 1.5937 -4.3812
C 4.1736 1.4499 -3.2699
O 3.5018 1.4614 -1.9920
C 4.4463 1.4499 -0.9142
H 0.0943 -2.6084 -2.9214
H 1.3734 -3.1467 -4.0874
H -0.3689 -3.2425 -4.4769
H 0.5023 -1.6662 -6.5196
H 1.9819 -1.8801 -5.6476
H 0.9549 0.9047 -5.5708
H 2.2381 0.3304 -6.7886
H 2.3797 -0.1968 -3.8307
H 2.4454 2.2482 -4.1136
H 3.8343 1.9550 -5.2498
H 4.8144 2.2993 -3.2775
H 4.7242 0.5021 -3.3494
H 4.1619 2.2010 -0.1759
H 5.4420 1.7258 -1.2949
H 4.4290 0.4646 -0.4162
C 0.7344 -0.3815 -0.0359
O -0.1068 0.7075 -0.3756
C 0.0183 1.1227 -1.7340
C -0.8085 2.3992 -1.7401
N -2.0180 2.3680 -1.0055
C -2.5986 3.7375 -0.8283
C -3.7317 3.7754 0.2252
O -3.2654 3.1390 1.3859
C -4.1114 3.2868 2.4917
H 1.8021 -0.2047 -0.3746
H 0.3569 -1.2544 -0.4814
H 0.7887 -0.4911 1.0310
H -0.4204 0.3481 -2.4316
H 1.0291 1.3062 -2.1221
H -1.0336 2.6662 -2.7342
H -0.1880 3.2464 -1.4558
H -1.9942 2.0243 -0.0570
H -2.9119 4.1682 -1.7604
H -1.7946 4.4312 -0.5436
H -4.6952 3.3397 -0.1199
H -4.0681 4.8064 0.4777
H -3.7021 2.5969 3.2579
H -5.1331 2.9749 2.2223
H -4.1142 4.3585 2.8723
C -3.4967 -1.3017 -0.1352
O -2.8011 -2.5224 -0.1693
C -2.7771 -3.1137 -1.4945
C -1.8348 -4.3448 -1.4771
N -0.5822 -3.9378 -0.7685
C 0.4844 -4.8828 -0.7373
C 1.6248 -4.3790 0.1315
O 1.1520 -4.0833 1.4121
C 2.0371 -3.3644 2.1340
H -3.0169 -0.8078 0.7483
H -4.6052 -1.5235 0.0995
H -3.4862 -0.6812 -1.0360
H -2.3419 -2.4251 -2.1869
H -3.8263 -3.4085 -1.8266
H -1.5523 -4.5077 -2.5190
H -2.3635 -5.2264 -1.0093
H -0.8168 -3.5530 0.1351
H 0.8490 -5.1470 -1.7895
H 0.1219 -5.8080 -0.3034
H 1.8464 -3.4715 -0.3823
H 2.4843 -5.0138 0.1786
H 2.2681 -2.3302 1.7596
H 2.9761 -3.8228 2.3333
H 1.4932 -3.1909 3.1011
C 2.0848 4.8562 0.4113
Cl 3.7908 5.0464 0.9895
Cl 1.2118 3.5695 1.2391
H 1.6554 5.8085 0.4115
H 2.2009 4.5642 -0.6479
C 1.6212 0.8693 5.5882
Cl 0.4916 0.3402 4.3023
Cl 1.3651 0.0089 7.1593
H 2.5931 0.5131 5.1942
H 1.6884 1.9753 5.6609
C -1.2372 -2.3616 7.0806
Cl -2.7249 -3.2891 7.1303
Cl 0.1365 -3.4559 7.0559
H -1.1378 -1.6677 6.2499
H -1.1416 -1.8433 8.0372
C -0.2194 5.2701 3.9499
Cl -1.0013 6.8874 3.5002
Cl 0.2855 5.3365 5.6307
H -0.9838 4.5237 3.6874
H 0.6293 5.2454 3.2664
C -2.7213 -3.0450 2.8786
Cl -2.1305 -1.5951 3.5871
Cl -4.4210 -3.3409 3.1543
H -2.6295 -2.9940 1.8293
H -2.1606 -3.8386 3.2064
```

[4]
Formula: C31H37F6LiN6O8S2Se2Si
Source: the OMol25 dataset
Level of theory: ωB97M-V with the def2-TZVPD basis set

Net charge ... -2
F_max ... 0.021 Eh/bohr
Orbital gap ... 5.6 eV
Energy relative to the best compared isomer or geometry (same formula, charge and spin) ... 0.0 kJ/mol

Structure (XYZ):
```
94
C31H37F6LiN6O8S2Se2Si ωB97M-V with the def2-TZVPD basis set
Li -1.3014 0.9356 -0.6874
Se -2.2870 -4.7591 4.4342
N -2.1238 -4.7226 2.6553
C -1.9862 -3.4748 2.3133
C -1.8377 -3.0271 0.9281
C -1.9088 -3.8923 -0.1543
C -1.8105 -3.3756 -1.4282
C -1.6222 -2.0038 -1.5768
N -1.5458 -1.1721 -0.5511
C -1.6731 -1.6641 0.6791
C -1.6720 -0.6790 1.7814
N -1.5465 0.5987 1.4257
C -1.5529 1.5224 2.3722
C -1.6926 1.2152 3.7260
C -1.8325 -0.1060 4.0945
C -1.8187 -1.0836 3.1073
C -1.9743 -2.5093 3.3975
N -2.0968 -2.9925 4.5995
H -2.0582 -4.9495 0.0246
H -1.8718 -4.0119 -2.3005
H -1.5378 -1.5475 -2.5561
H -1.4468 2.5441 2.0293
H -1.7026 2.0060 4.4634
H -1.9609 -0.4009 5.1277
F 0.8540 4.7372 0.0228
C -0.2379 5.2366 -0.5412
F 0.1302 6.2103 -1.3838
F -0.9814 5.7944 0.4285
S -1.2558 3.9538 -1.3794
O -1.4867 3.0013 -0.3116
O -2.3816 4.6982 -1.8712
N -0.2614 3.4758 -2.4826
S -0.2875 2.0825 -3.2140
O -1.2550 1.1013 -2.7587
O 0.9889 1.7343 -3.7624
C -1.1662 2.6355 -4.7507
F -1.1928 1.6366 -5.6533
F -0.5536 3.6783 -5.3297
F -2.4312 2.9886 -4.5055
Se -4.9391 -1.3949 1.8997
C -6.5869 -2.0469 1.2424
C -7.0739 -3.3221 1.5664
C -8.2852 -3.7538 1.0624
N -9.0747 -3.0372 0.2566
C -8.6090 -1.8236 -0.0552
C -7.4133 -1.2972 0.3942
H -6.4921 -3.9659 2.2145
H -8.6537 -4.7441 1.3198
H -9.2420 -1.2348 -0.7138
H -7.1062 -0.3049 0.0904
C 1.8529 -1.5806 -2.6110
C 2.4512 -1.9652 -1.2581
C 1.8588 -3.2845 -0.7690
C 3.9718 -2.0994 -1.3696
O 2.1229 -1.0087 -0.2595
Si 2.0260 0.6613 -0.4266
O 0.6976 1.2225 -1.0195
O 2.3819 1.2296 1.1025
C 2.7339 0.6012 2.3157
C 1.6714 -0.4088 2.7478
C 2.8302 1.7206 3.3512
C 4.0893 -0.0948 2.1715
O 3.4010 0.9685 -1.3320
C 4.0695 2.1724 -1.6523
C 4.4179 2.0998 -3.1381
C 5.3429 2.2369 -0.8058
C 3.2042 3.3961 -1.3746
H 2.0834 -2.3481 -3.3561
H 2.2469 -0.6253 -2.9539
H 0.7723 -1.4734 -2.5268
H 2.0684 -4.0954 -1.4715
H 0.7806 -3.1869 -0.6541
H 2.2840 -3.5431 0.2031
H 4.2279 -2.8581 -2.1142
H 4.3916 -2.4018 -0.4074
H 4.4056 -1.1438 -1.6582
H 0.7143 0.0934 2.8815
H 1.9517 -0.8702 3.6992
H 1.5617 -1.1832 1.9908
H 1.8686 2.2282 3.4314
H 3.5777 2.4509 3.0359
H 3.1075 1.3255 4.3316
H 4.0128 -0.8954 1.4369
H 4.4100 -0.5137 3.1293
H 4.8402 0.6173 1.8269
H 5.0828 1.2526 -3.3243
H 4.9144 3.0157 -3.4701
H 3.5010 1.9624 -3.7111
H 5.9377 1.3341 -0.9612
H 5.0723 2.2971 0.2490
H 5.9467 3.1101 -1.0671
H 2.2991 3.3714 -1.9790
H 3.7607 4.3114 -1.5976
H 2.9119 3.4120 -0.3253
```